Entry from OMol25: C4H5N3 as an isolated structure (ωB97M-V/def2-TZVPD).

Kohn-Sham gap (alpha / beta) ... 0.285 / 0.285 Eh
E_LUMO (alpha / beta) ... -2.52 / -2.52 eV
Calculated total energy ... -319.47260 Eh

XYZ file:
```
12
Properties=species:S:1:pos:R:3:forces:R:3
C -0.78210 0.02168 -0.38799 3.9 1.1 -0.7
C -1.72521 0.95630 -0.06604 -0.5 -1.3 0.2
C 1.58988 -0.11584 0.58598 0.1 0.0 0.0
C 0.80799 0.13837 -0.68608 -3.0 -0.6 0.3
N -2.93246 0.67782 0.29754 -0.5 2.9 0.0
N -2.78953 -0.60393 0.24580 -0.6 -2.1 0.2
N -1.53641 -1.02880 -0.14579 0.5 -0.1 -0.1
H 1.46080 0.69892 1.29497 0.0 0.0 0.1
H 2.64712 -0.20388 0.34591 0.1 0.0 0.1
H 1.26416 -1.04253 1.05232 0.0 0.0 0.0
H 1.01373 -0.62607 -1.43361 0.1 0.1 -0.1
H 0.98203 1.12797 -1.10300 0.0 0.0 -0.1
```
Forces are in eV/Å.

Formally, the Löwdin partial charges of the atoms, in units of the elementary charge, are as follows: -0.287, 0.099, -0.115, -0.161, 0.000, -0.030, 0.070, 0.075, 0.072, 0.077, 0.101, 0.100


Entry from OMol25: C41H45AsCl2N6O2STi as an isolated structure (ωB97M-V/def2-TZVPD).

Net charge ... -2
Kohn-Sham gap (alpha / beta) ... 0.111 / 0.107 Eh
E_LUMO (alpha / beta) ... 3.56 / 3.55 eV
Calculated total energy ... -6472.38473 Eh

XYZ file:
```
99
Properties=species:S:1:pos:R:3:forces:R:3
Ti 1.12268 0.10438 0.04817 -1.7 -1.5 -2.2
C 5.11688 0.97251 1.47212 0.0 0.0 0.0
C 5.25137 0.17175 0.20673 -0.1 0.0 0.0
C 6.43009 0.24471 -0.52583 0.0 0.0 0.0
C 6.58638 -0.46741 -1.70401 0.0 0.0 0.0
C 5.54288 -1.26106 -2.15184 0.1 0.1 0.0
C 4.35139 -1.36261 -1.44223 -0.1 0.0 0.0
C 3.25655 -2.24868 -1.95705 0.1 -0.1 0.1
C 4.19651 -0.64149 -0.24968 0.2 -0.1 0.0
N 2.99072 -0.68150 0.49744 0.5 0.0 1.3
C 3.11696 -1.12221 1.80901 1.1 -0.8 -2.1
O 3.97216 -1.90823 2.21694 -0.4 0.6 0.4
C 2.09172 -0.53550 2.68677 -1.9 1.9 -0.5
C 1.88601 -0.83537 4.01754 -0.1 -0.1 0.4
C 0.86746 -0.19708 4.72204 -0.6 0.7 -1.2
C 0.02448 0.72502 4.03170 0.6 -0.9 1.5
C 0.27182 0.98412 2.71918 1.4 -0.6 -1.3
N 1.31769 0.41331 2.04700 0.1 -0.9 3.7
C -0.55299 1.86089 1.83106 -0.3 0.6 -1.4
O -1.41710 2.61733 2.27177 0.3 -0.3 0.4
N -0.17525 1.72883 0.52488 0.0 0.0 0.9
C -0.52903 2.78401 -0.35325 0.0 0.2 -0.1
C -0.02865 4.07809 -0.10330 0.0 0.0 0.0
C 0.76194 4.38777 1.13834 0.0 0.0 -0.1
C -0.26101 5.09274 -1.02260 0.0 0.0 -0.1
C -0.97542 4.85698 -2.18825 0.0 0.0 0.1
C -1.47981 3.58931 -2.41723 0.0 0.1 0.0
C -1.28455 2.55259 -1.50804 0.0 -0.1 -0.1
C -1.93785 1.22714 -1.78958 0.0 0.1 0.0
H 5.84557 1.78534 1.48698 0.0 0.0 0.0
H 5.27750 0.34162 2.34924 0.0 0.0 0.0
H 4.11348 1.39445 1.56078 0.0 0.1 0.0
H 7.23187 0.88210 -0.16629 0.0 0.0 0.0
H 7.50895 -0.40031 -2.26925 0.0 0.0 0.0
H 5.64880 -1.82247 -3.07449 0.0 0.0 0.0
H 3.55134 -2.71628 -2.89811 0.0 0.0 0.0
H 2.35121 -1.67222 -2.12897 -0.1 0.0 0.0
H 3.02023 -3.02954 -1.22970 -0.1 0.0 0.0
H 2.52130 -1.58188 4.47775 0.0 0.0 0.0
H 0.68691 -0.43038 5.76298 0.0 0.0 0.0
H -0.82134 1.20323 4.50802 0.0 0.0 0.0
H 1.43731 3.56872 1.39070 0.0 0.0 0.0
H 0.09512 4.52790 1.99116 0.0 0.0 0.0
H 1.35238 5.29426 0.99352 0.0 0.0 0.0
H 0.14595 6.07973 -0.82763 0.0 0.0 0.0
H -1.13055 5.64865 -2.91246 0.0 0.0 0.0
H -2.04242 3.38592 -3.32323 0.0 0.0 0.0
H -1.95687 1.03081 -2.86286 0.0 0.0 0.0
H -2.97300 1.25416 -1.43354 0.0 0.0 0.0
H -1.43460 0.40144 -1.29684 0.0 -0.1 0.0
Cl 3.02947 2.60735 -0.93219 0.0 0.1 -0.1
C 2.50457 2.26469 -2.55889 0.0 -0.1 0.1
C 2.94051 3.05662 -3.59647 0.1 0.1 -0.1
C 2.53520 2.77610 -4.89729 0.0 0.0 0.1
C 1.70015 1.69103 -5.12477 0.0 0.0 0.0
C 1.27765 0.91142 -4.06583 -0.1 -0.2 -0.1
Cl 0.23889 -0.45869 -4.39495 0.1 0.1 0.0
C 1.64362 1.15213 -2.72505 -0.3 0.0 0.2
N 1.19667 0.42181 -1.68806 0.6 0.0 0.1
H 3.59490 3.89264 -3.38572 0.0 0.0 0.0
H 2.86778 3.39476 -5.72045 0.0 0.0 0.0
H 1.37192 1.44338 -6.12613 0.0 0.0 0.0
C -4.51639 -1.26468 3.48208 0.0 0.0 -0.1
C -4.64305 -1.76649 2.04633 0.1 0.0 0.2
As -3.78852 -0.53957 0.76597 -0.1 -0.1 0.0
C -5.14912 0.89869 0.84214 0.0 0.2 0.0
C -4.65878 2.12207 1.61652 0.0 -0.1 -0.1
C -4.54194 -1.39910 -0.84311 0.1 0.0 -0.2
C -3.82913 -2.69181 -1.23177 0.0 0.1 0.1
H -4.94178 -1.98008 4.19007 0.0 0.0 0.0
H -5.02863 -0.30839 3.61748 0.0 0.0 0.0
H -3.46798 -1.11447 3.75152 0.0 0.0 0.0
H -5.69179 -1.90581 1.76756 0.0 0.0 0.0
H -4.14516 -2.73380 1.95124 0.0 0.0 0.0
H -6.07101 0.49567 1.27254 0.0 0.0 0.0
H -5.36848 1.17662 -0.19281 0.0 0.0 0.0
H -4.40528 1.86631 2.64670 0.0 0.0 0.0
H -5.41434 2.91337 1.63809 0.0 0.0 0.0
H -3.74546 2.52725 1.17920 0.0 0.0 0.0
H -4.45246 -0.66789 -1.65101 -0.1 0.0 0.0
H -5.60834 -1.57357 -0.67084 0.0 0.0 0.1
H -2.81403 -2.48369 -1.57384 0.0 0.0 0.1
H -4.35843 -3.20831 -2.03686 0.0 0.0 0.0
H -3.75086 -3.38344 -0.39098 0.0 -0.1 0.0
N -1.70859 -6.41332 -0.05528 -0.1 -0.4 -0.4
C -1.91283 -5.43185 0.92364 1.3 2.1 -0.5
S -2.98527 -5.77692 2.19216 -0.5 -0.3 0.6
C -1.24520 -4.19808 0.73626 -1.3 -2.4 0.4
C -0.53617 -3.87562 -0.46040 0.7 0.9 -0.6
C 0.03468 -2.64773 -0.62176 -0.4 -1.5 -1.0
N 0.01689 -1.67249 0.32195 1.5 2.9 -0.4
C -0.63578 -1.97614 1.48166 -0.8 -1.1 1.2
C -1.25255 -3.16656 1.71569 0.3 1.2 0.3
H -2.04456 -7.30924 0.26077 0.0 0.0 0.0
H -0.76696 -6.45570 -0.42275 0.0 0.0 0.1
H -0.51502 -4.56266 -1.29578 0.0 0.0 -0.1
H 0.50663 -2.37773 -1.55654 0.0 0.0 0.0
H -0.65340 -1.20433 2.23753 -0.1 0.0 0.1
H -1.75539 -3.33927 2.65686 0.0 0.0 0.1
```
Forces are in eV/Å.

Formally, the Löwdin partial charges of the atoms, in units of the elementary charge, are as follows: 0.936, -0.055, -0.228, -0.073, -0.109, -0.066, -0.197, -0.041, -0.203, -0.004, -0.473, 0.060, -0.155, 0.012, -0.009, 0.012, -0.186, 0.040, -0.484, 0.033, 0.016, -0.195, -0.220, -0.060, -0.071, -0.106, -0.063, -0.202, -0.061, 0.074, 0.080, 0.056, 0.097, 0.086, 0.098, 0.075, 0.028, 0.089, 0.121, 0.102, 0.119, 0.055, 0.077, 0.072, 0.097, 0.087, 0.105, 0.063, 0.053, 0.037, 0.784, -0.550, -0.131, -0.122, -0.142, -0.589, 0.655, -0.441, -0.113, 0.094, 0.087, 0.090, -0.188, -0.453, 1.220, -0.464, -0.200, -0.459, -0.164, 0.061, 0.045, 0.054, 0.060, 0.030, 0.053, 0.048, 0.050, 0.056, 0.043, 0.042, 0.056, 0.058, 0.062, 0.056, -0.011, -0.904, 0.333, -0.338, -0.066, -0.192, -0.108, -0.208, -0.093, 0.026, 0.053, 0.086, 0.070, 0.075, 0.064


Entry from OMol25: a 2-piece molecular cluster, C9H20ClNO2P overall (ωB97M-V/def2-TZVPD).

Net charge ... +1
Kohn-Sham gap ... 0.251 Eh
E_LUMO ... -4.09 eV
Calculated total energy ... -1361.35603 Eh

XYZ file:
```
34
Properties=species:S:1:pos:R:3:forces:R:3
C -3.32369 -1.97484 -3.66417 0.2 0.4 -0.4
C -2.04724 -1.32601 -4.45896 -0.5 -0.6 0.0
C -0.69052 -1.44323 -3.60552 0.4 -0.1 -0.5
C 0.65159 -1.25669 -4.48830 0.4 -0.9 0.3
P -0.57258 -0.16453 -2.18151 -0.6 -1.9 -0.4
C -1.28074 -1.05120 -0.64209 0.6 -0.4 0.2
C -0.82350 -0.39575 0.74223 -2.8 3.3 2.8
O -1.51723 0.45154 1.36830 3.2 -4.2 -3.5
Cl 0.78182 -0.89426 1.51432 -1.7 0.1 -1.5
H -3.01743 -2.20309 -2.58152 -0.7 0.3 -1.6
H -3.63371 -2.96243 -4.17184 0.5 1.6 0.9
H -4.22903 -1.25236 -3.69296 1.6 -1.3 0.2
H -1.89600 -1.98559 -5.39922 0.0 1.3 1.5
H -2.27057 -0.24213 -4.80272 0.5 -1.8 0.6
H -0.64707 -2.49152 -3.11273 -0.2 1.8 -0.7
H 1.36730 -2.11450 -4.17787 -1.1 1.5 -0.6
H 0.41875 -1.38014 -5.59932 0.3 0.3 1.6
H 1.21594 -0.28151 -4.29719 -0.9 -1.2 -0.5
H 0.81989 0.19443 -2.01813 -1.1 -0.1 0.1
H -1.35887 0.97150 -2.57132 0.6 -0.5 0.5
H -2.42079 -1.09383 -0.78446 1.7 0.4 0.6
H -0.90038 -2.13881 -0.72378 -0.4 1.8 0.2
C 2.52120 3.30706 4.15117 0.0 -0.1 0.4
O 2.82572 4.37824 4.63745 -0.1 -0.4 0.0
N 2.15216 2.19692 4.85598 0.2 0.4 -0.7
C 1.80264 0.95373 4.20203 0.1 0.2 0.4
C 2.10921 2.26586 6.30391 0.1 0.3 0.0
H 2.52062 3.14684 3.06022 0.0 -0.1 0.0
H 0.77564 0.68908 4.46815 0.0 -0.2 -0.1
H 2.48332 0.16889 4.54347 -0.1 -0.1 -0.1
H 1.87876 1.04710 3.11814 0.0 0.1 0.2
H 1.40422 3.04486 6.60444 0.1 -0.1 0.1
H 3.10137 2.52815 6.67937 -0.1 0.0 0.1
H 1.79921 1.30821 6.72442 0.0 0.1 -0.1
```
Forces are in eV/Å.

Formally, the Löwdin partial charges of the atoms, in units of the elementary charge, are as follows: -0.101, -0.247, -0.487, -0.120, 1.110, -0.280, -0.700, 0.018, 0.638, 0.048, 0.094, 0.094, 0.126, 0.122, 0.130, 0.104, 0.096, 0.069, 0.058, 0.060, 0.113, 0.113, -0.347, 0.023, -0.207, -0.100, -0.043, 0.126, 0.088, 0.092, 0.031, 0.096, 0.096, 0.087


Entry from OMol25: Ag2Li2Na5O20S5 as an isolated structure (ωB97M-V/def2-TZVPD).

Net charge ... +1
Kohn-Sham gap (alpha / beta) ... 0.183 / 0.059 Eh
2S+1 ... 3
E_LUMO (alpha / beta) ... -5.96 / -9.32 eV
Calculated total energy ... -4616.44631 Eh
Expectation value of S² ... 2.022

XYZ file:
```
34
Properties=species:S:1:pos:R:3:forces:R:3
Na -0.56103 -4.47941 2.78421 0.1 0.2 -0.2
Na -0.87428 3.27724 0.47265 0.0 -0.2 0.0
Na 2.12177 1.34601 1.80297 -0.6 -0.4 0.1
Na -0.79781 1.80505 -3.62218 -0.8 -0.3 0.1
Na 2.15742 1.27513 -2.78892 0.9 0.0 0.1
Ag -2.57631 -0.47277 4.14897 -0.2 -0.6 -0.6
Ag 0.14790 2.18353 -8.21707 -0.1 0.0 -0.5
Li 0.34885 -1.05248 1.56628 -0.1 -0.8 -0.5
Li -2.38686 -0.22488 0.95265 0.2 0.5 -0.3
S -2.22957 -2.58107 1.49891 -2.1 1.4 -2.0
O -3.22419 -1.57109 2.15084 1.0 -0.8 -0.4
O -2.53146 -3.95999 1.77582 -0.8 -1.5 0.6
O -2.20634 -2.28220 0.04158 -0.3 0.2 1.8
O -0.94266 -2.30027 2.12963 2.1 0.2 0.8
S 1.10674 1.83777 -5.67535 0.2 -0.8 3.8
O -0.05928 2.79372 -6.11189 2.5 -1.4 0.4
O 2.13176 2.40986 -4.74791 -1.3 1.0 -2.1
O 0.58718 0.67734 -4.95884 -0.9 0.7 -0.9
O 1.81591 1.39644 -6.89855 0.0 0.8 -1.5
S -0.83937 1.55498 2.78548 -4.4 0.9 -2.8
O -1.94671 1.78672 1.62762 2.3 -0.9 2.4
O -1.48468 1.41386 4.06172 -1.2 1.0 2.4
O -0.31454 0.20854 2.55659 2.2 1.1 -0.3
O -0.01398 2.77827 2.76569 1.3 -1.1 -0.8
S 0.04324 0.75289 -0.98628 -1.6 -0.4 -0.6
O -1.06990 1.61623 -1.55528 0.7 -0.4 0.0
O -0.51178 -0.13780 -0.00507 -0.1 -0.4 0.6
O 0.76666 -0.02847 -2.00390 -0.7 0.2 -0.7
O 0.99270 1.72871 -0.43204 1.6 1.2 1.2
S 2.52362 -2.29308 3.00306 2.2 -0.8 -3.2
O 1.77966 -3.63114 2.62921 0.5 1.0 0.5
O 2.22315 -1.30692 1.93220 -0.7 0.2 0.3
O 1.87500 -2.05280 4.24136 -1.7 0.3 2.1
O 3.94921 -2.46790 3.07584 -0.5 -0.5 0.1
```
Forces are in eV/Å.

Formally, the Löwdin partial charges of the atoms, in units of the elementary charge, are as follows: 0.680, 0.608, 0.663, 0.615, 0.620, 0.837, 1.004, 0.611, 0.702, 0.273, -0.508, -0.339, -0.362, -0.477, 0.386, -0.327, -0.234, -0.293, -0.205, 0.341, -0.500, -0.391, -0.473, -0.335, 0.302, -0.406, -0.398, -0.353, -0.365, 0.314, -0.161, -0.405, -0.171, -0.253


Question: Look up the calculated total energy of the fourth one.
Answer: -4616.44631 Eh


Question: Look up the calculated total energy of the first one.
Answer: -319.47260 Eh


Question: Which of these has the lowest calculated total energy?
Answer: C41H45AsCl2N6O2STi